Here is a 10-piece molecular cluster, C39H73FO17S8 overall in a non-equilibrium geometry from the Open Molecules 2025 dataset. Energies are from ωB97M-V/def2-TZVPD.

```
138
C39H73FO17S8 ωB97M-V/def2-TZVPD
O -3.612 -5.065 -0.227
S -3.496 -5.490 1.197
O -4.657 -5.955 1.959
C -2.157 -6.718 1.169
C -1.290 -6.184 2.309
C -1.198 -4.667 2.242
C -2.660 -4.175 2.055
H -1.737 -6.668 0.179
H -2.692 -7.673 1.344
H -1.645 -6.465 3.366
H -0.296 -6.634 2.335
H -0.622 -4.420 1.301
H -0.694 -4.308 3.164
H -2.925 -3.287 1.534
H -3.179 -4.200 3.026
O -2.441 4.584 -1.458
S -3.792 4.736 -1.933
O -4.167 6.089 -2.344
C -4.255 3.576 -3.230
C -5.426 2.741 -2.573
C -6.036 3.600 -1.508
C -4.888 4.062 -0.665
H -3.442 2.936 -3.520
H -4.509 4.153 -4.092
H -6.158 2.432 -3.345
H -5.040 1.859 -2.095
H -6.774 2.987 -0.970
H -6.559 4.450 -1.948
H -4.347 3.304 -0.154
H -5.082 4.879 0.001
O 4.710 -0.819 0.349
S 4.759 0.595 -0.077
O 3.857 1.531 0.478
C 6.373 1.332 0.212
C 6.572 2.174 -1.028
C 6.020 1.363 -2.218
C 4.712 0.748 -1.835
H 7.087 0.508 0.323
H 6.315 1.903 1.156
H 6.025 3.077 -0.882
H 7.642 2.387 -1.188
H 6.658 0.534 -2.496
H 6.005 1.878 -3.148
H 4.504 -0.340 -2.086
H 3.804 1.352 -2.090
O -0.340 4.254 5.295
S -0.336 3.403 4.113
O -1.315 2.315 4.069
C -0.485 4.368 2.618
C 0.668 3.921 1.741
C 1.207 2.556 2.256
C 1.281 2.694 3.761
H -0.425 5.437 2.887
H -1.472 4.148 2.201
H 0.381 3.910 0.700
H 1.437 4.686 1.773
H 2.187 2.383 1.785
H 0.527 1.709 2.026
H 2.008 3.489 4.155
H 1.373 1.790 4.317
O 1.705 -3.417 -4.352
S 1.888 -3.882 -3.001
O 0.720 -4.054 -2.180
C 3.004 -5.294 -2.893
C 4.238 -4.704 -2.197
C 3.746 -3.650 -1.185
C 2.794 -2.783 -2.019
H 3.202 -5.701 -3.883
H 2.404 -6.068 -2.356
H 4.846 -5.462 -1.665
H 4.912 -4.220 -2.953
H 4.491 -3.072 -0.670
H 3.090 -4.187 -0.463
H 3.337 -2.075 -2.615
H 1.974 -2.224 -1.557
O 3.569 3.307 -3.788
S 2.336 2.657 -4.218
O 2.190 1.229 -4.207
C 0.925 3.287 -3.354
C 0.414 4.353 -4.265
C 0.481 3.774 -5.654
C 1.876 3.198 -5.898
H 1.128 3.600 -2.354
H 0.198 2.420 -3.382
H -0.622 4.619 -3.979
H 0.978 5.302 -4.316
H 0.168 4.441 -6.425
H -0.233 2.944 -5.581
H 2.595 3.965 -6.161
H 1.885 2.284 -6.576
O -2.339 -0.870 -5.885
S -2.468 -0.381 -4.520
O -2.582 1.042 -4.383
C -3.820 -1.233 -3.686
C -3.060 -2.572 -3.285
C -1.781 -2.072 -2.626
C -1.045 -1.169 -3.533
H -4.640 -1.294 -4.391
H -4.219 -0.731 -2.809
H -3.663 -3.169 -2.521
H -2.734 -3.102 -4.162
H -1.215 -3.030 -2.362
H -1.963 -1.588 -1.650
H -0.430 -1.690 -4.295
H -0.366 -0.452 -3.029
O -0.102 -2.054 5.014
S -1.085 -1.760 6.051
O -2.262 -2.570 5.949
C -0.194 -1.707 7.586
C -0.960 -0.677 8.419
C -1.214 0.508 7.464
C -1.705 -0.095 6.162
H 0.846 -1.422 7.336
H -0.101 -2.701 8.041
H -1.937 -1.116 8.765
H -0.355 -0.353 9.220
H -0.215 0.948 7.241
H -1.934 1.207 7.826
H -1.371 0.547 5.358
H -2.780 -0.181 6.240
F 1.189 0.972 -0.665
C -0.001 0.535 -0.290
C -1.130 1.244 -0.772
C -2.412 0.880 -0.293
C -2.592 -0.192 0.582
C -1.436 -0.879 0.954
C -0.142 -0.565 0.494
H -1.032 2.179 -1.321
H -3.228 1.423 -0.734
H -3.561 -0.511 0.954
H -1.566 -1.599 1.690
H 0.685 -1.131 0.773
C 3.030 -0.398 3.601
O 2.301 -0.312 4.810
H 3.581 0.548 3.378
H 3.772 -1.207 3.692
H 2.454 -0.677 2.677
H 1.578 -0.924 4.795
```

Values from the calculation:
Total charge ... 0
Energy ... -6094.1133 Eh
Multiplicity ... 1
Frontier orbital gap ... 0.3570 Eh
Highest occupied orbital energy ... -9.448 eV

=====

Here is a 7-piece molecular cluster, C39H74BClN3O27S7 overall in a non-equilibrium geometry from the Open Molecules 2025 dataset. Energies are from ωB97M-V/def2-TZVPD.

```
152
C39H74BClN3O27S7 ωB97M-V/def2-TZVPD
C 5.389 0.593 3.816
C 5.965 1.784 2.996
C 5.243 1.752 1.608
C 4.002 2.667 1.748
C 3.242 2.943 0.426
N 1.890 2.329 0.297
C 0.964 2.936 1.325
C 0.734 4.453 1.219
C 0.784 5.168 2.585
Cl -0.719 4.696 3.472
C 1.924 0.882 0.741
C 2.855 0.007 -0.106
C 3.140 -1.376 0.522
S 1.882 -1.884 1.745
C 2.531 -3.445 2.476
C 3.978 -3.768 2.096
C 2.127 -0.189 -1.477
C 3.243 -0.558 -2.499
O 2.733 -0.941 -3.762
N 2.360 -2.328 -3.668
O 1.210 -2.447 -3.793
C 1.421 1.095 -1.988
C -0.008 0.706 -2.492
C -0.900 0.123 -1.394
C -2.237 -0.439 -1.904
C -3.004 -1.001 -0.691
N -3.332 -0.002 0.309
C -2.604 0.350 1.402
C -3.203 1.311 2.138
C -4.453 1.567 1.447
C -4.458 0.768 0.364
C 1.255 2.328 -1.061
B 1.578 3.600 -2.002
O 0.583 4.519 -2.145
C 2.951 3.888 -2.748
C 2.637 3.842 -4.284
H 4.291 0.626 3.758
H 5.667 -0.315 3.266
H 5.745 0.573 4.843
H 5.790 2.735 3.506
H 7.038 1.595 2.899
H 5.944 2.122 0.853
H 4.970 0.706 1.454
H 3.388 2.272 2.562
H 4.411 3.612 2.122
H 3.236 4.029 0.309
H 3.863 2.582 -0.399
H -0.011 2.440 1.268
H 1.320 2.717 2.336
H 1.381 5.008 0.530
H -0.288 4.615 0.858
H 1.673 4.916 3.165
H 0.687 6.237 2.397
H 0.897 0.530 0.584
H 2.092 0.773 1.813
H 3.825 0.457 -0.343
H 4.100 -1.299 1.048
H 3.256 -2.170 -0.219
H 1.892 -4.261 2.125
H 2.457 -3.424 3.566
H 4.150 -3.795 1.014
H 4.346 -4.719 2.489
H 4.647 -2.985 2.475
H 1.500 -1.082 -1.385
H 3.869 0.340 -2.593
H 3.907 -1.319 -2.060
H 1.940 1.384 -2.914
H -0.478 1.637 -2.844
H 0.087 -0.014 -3.311
H -1.176 0.934 -0.702
H -0.428 -0.652 -0.774
H -2.792 0.383 -2.373
H -2.090 -1.272 -2.601
H -2.337 -1.721 -0.201
H -3.939 -1.503 -0.970
H -1.634 -0.053 1.689
H -2.863 1.785 3.047
H -5.215 2.264 1.765
H -5.265 0.756 -0.361
H 0.181 2.439 -0.872
H 0.856 5.193 -2.783
H 3.696 3.108 -2.558
H 3.300 4.892 -2.482
H 3.341 4.461 -4.848
H 1.626 4.223 -4.512
H 2.686 2.825 -4.685
C 6.893 -6.282 5.945
C 8.120 -5.409 6.084
O 8.340 -4.888 4.762
S 6.935 -4.696 4.024
O 6.534 -3.340 4.155
O 6.989 -5.346 2.768
O 6.045 -5.572 5.028
H 7.138 -7.250 5.505
H 6.383 -6.435 6.893
H 8.991 -5.961 6.426
H 7.937 -4.567 6.756
C -5.726 -5.387 -2.220
C -6.988 -5.665 -1.435
O -7.032 -4.623 -0.447
S -6.386 -3.290 -1.052
O -7.428 -2.453 -1.521
O -5.391 -2.828 -0.153
O -5.665 -3.957 -2.317
H -4.839 -5.731 -1.684
H -5.744 -5.831 -3.212
H -6.978 -6.642 -0.960
H -7.877 -5.575 -2.063
C -10.494 -1.016 -0.438
C -9.935 0.289 -0.956
O -11.091 1.094 -1.220
S -12.249 0.730 -0.165
O -12.218 1.676 0.890
O -13.432 0.442 -0.886
O -11.614 -0.643 0.374
H -10.858 -1.644 -1.254
H -9.768 -1.572 0.148
H -9.344 0.160 -1.859
H -9.334 0.793 -0.196
C 5.460 -1.559 6.881
C 4.097 -1.366 7.510
O 4.138 -2.157 8.702
S 5.633 -2.162 9.292
O 5.726 -1.188 10.313
O 6.028 -3.508 9.491
O 6.374 -1.593 7.984
H 5.523 -2.514 6.356
H 5.721 -0.759 6.202
H 3.288 -1.692 6.861
H 3.934 -0.324 7.797
C -4.347 -0.948 -5.416
C -5.341 -0.794 -6.547
O -5.926 -2.094 -6.688
S -5.997 -2.812 -5.256
O -7.295 -2.632 -4.719
O -5.394 -4.090 -5.367
O -4.988 -1.825 -4.481
H -3.426 -1.426 -5.758
H -4.107 0.001 -4.942
H -4.871 -0.484 -7.476
H -6.134 -0.090 -6.287
C -2.559 5.963 -6.020
C -1.130 5.875 -5.530
O -0.800 4.482 -5.624
S -1.585 3.834 -6.872
O -0.711 3.791 -7.984
O -2.280 2.689 -6.409
O -2.633 5.025 -7.099
H -3.265 5.651 -5.247
H -2.820 6.959 -6.366
H -1.017 6.227 -4.507
H -0.451 6.430 -6.183
```

Values from the calculation:
Total charge ... +1
Energy ... -6998.1000 Eh
Multiplicity ... 1
Frontier orbital gap ... 0.2776 Eh
Highest occupied orbital energy ... -10.196 eV

=====

Question: Among the records above, which one has the lowest highest occupied orbital energy?
Answer: C39H74BClN3O27S7

=====

Question: Look up the highest occupied orbital energy of the second one.
Answer: -10.196 eV